(1)
A molecular structure, C20H20AsF2NO7ReSSi, computed with ωB97M-V/def2-TZVPD.

Geometry as XYZ:
```
54
Properties=species:S:1:pos:R:3:forces:R:3:mulliken_charge:R:1
Re -0.143 0.170 0.059 -0.12 0.10 0.02 1.3198
F -2.020 -4.916 0.339 0.00 0.01 0.00 -0.3409
C -2.295 -3.607 0.232 -0.01 -0.03 0.00 0.3600
C -1.253 -2.700 0.233 -0.07 -0.01 0.00 -0.5816
C -1.550 -1.348 0.121 0.15 0.00 0.04 -0.0212
C -2.887 -0.920 0.018 -0.05 -0.06 -0.01 -0.0275
C -3.888 -1.886 0.020 -0.01 0.04 0.00 0.5160
F -5.182 -1.521 -0.086 0.01 0.00 0.00 -0.3412
C -3.622 -3.233 0.123 0.03 0.00 0.00 -0.8756
C -3.091 0.528 -0.087 -0.04 0.03 -0.02 1.0679
C -4.302 1.212 -0.140 0.04 -0.04 0.00 -1.0516
C -4.300 2.590 -0.230 -0.02 0.03 0.00 -0.2534
C -3.100 3.287 -0.266 0.02 0.00 0.00 -0.8207
C -1.929 2.566 -0.208 -0.02 0.01 -0.02 -0.1998
N -1.934 1.231 -0.123 0.05 -0.25 0.02 -0.0143
H -0.235 -3.057 0.331 0.01 0.02 0.00 0.5249
H -4.419 -3.961 0.122 0.00 0.00 0.00 0.5196
H -5.227 0.662 -0.107 0.00 0.01 0.00 0.5665
H -5.240 3.125 -0.268 0.00 0.00 0.00 0.4409
H -3.064 4.364 -0.335 -0.01 0.00 0.00 0.4321
H -0.954 3.037 -0.228 0.00 0.00 0.01 0.6136
O 1.207 -1.830 2.557 0.03 0.07 0.04 -0.4974
As 0.831 -0.231 3.189 -0.21 0.21 -0.19 0.9362
O 0.347 -0.376 4.729 -0.02 0.07 -0.05 -0.7545
O -0.268 0.439 2.058 0.22 -0.13 0.09 -0.6623
C 2.390 0.913 3.068 0.08 0.04 0.03 -0.3367
C 2.857 1.318 4.312 0.02 -0.03 -0.01 -0.5675
C 3.915 2.213 4.418 0.00 -0.01 0.02 -0.6176
C 4.516 2.718 3.280 0.01 0.00 -0.04 -0.5989
C 4.063 2.327 2.027 0.03 -0.03 0.05 -0.7521
C 3.006 1.437 1.926 0.07 -0.01 0.05 0.7730
S 2.490 1.052 0.284 -0.45 -0.09 0.03 1.3926
O 1.293 1.894 -0.021 0.27 0.06 0.10 -0.6850
O 3.599 1.189 -0.594 0.04 0.04 -0.02 -0.6662
O 1.894 -0.335 0.369 0.04 -0.10 -0.05 -0.6782
H 1.009 -2.428 3.291 0.01 -0.08 -0.01 0.2797
H 2.370 0.925 5.196 0.00 0.00 0.00 0.5272
H 4.267 2.513 5.396 -0.01 -0.01 0.00 0.3964
H 5.343 3.411 3.359 0.00 0.00 0.00 0.3963
H 4.537 2.695 1.128 -0.01 0.00 -0.01 0.4770
C 2.180 -1.825 -2.710 0.05 -0.05 0.01 -0.9828
Si 0.639 -0.874 -3.153 -0.05 0.08 0.18 0.2346
C -0.711 -2.042 -3.699 -0.03 -0.04 -0.03 -0.9648
C 1.001 0.370 -4.493 -0.01 0.03 -0.03 -1.0984
O 0.108 -0.045 -1.829 -0.01 0.10 -0.22 -0.2008
H 2.567 -2.366 -3.577 -0.01 0.00 0.00 0.4526
H 1.979 -2.557 -1.923 0.00 0.01 0.00 0.2690
H 2.966 -1.159 -2.348 -0.01 0.02 -0.01 0.2666
H -0.415 -2.594 -4.594 -0.01 0.00 0.01 0.3847
H -1.630 -1.498 -3.930 0.01 0.01 0.00 0.2935
H -0.942 -2.770 -2.917 0.01 0.01 0.01 0.2363
H 1.371 -0.120 -5.397 0.00 0.00 0.00 0.3391
H 1.758 1.084 -4.162 0.00 -0.01 0.01 0.2861
H 0.101 0.930 -4.757 0.01 0.00 0.00 0.2890
```
Forces are in eV/Å.

Calculated values
Energy relative to the best compared isomer or geometry (same formula, charge and spin) = 0.2936 eV
<S²> = 3.77
Kohn-Sham gap (spin up / spin down) = 0.287 / 0.302 Eh
Electronic energy = -4557.17525 a.u.
Net charge = 0
HOMO energy (spin up / spin down) = -8.2667 / -9.2420 eV
Multiplicity = 4

(2)
A molecular structure, C20H20AsF2NO7ReSSi, computed with ωB97M-V/def2-TZVPD.

Geometry as XYZ:
```
54
Properties=species:S:1:pos:R:3:forces:R:3:mulliken_charge:R:1
Re 0.141 0.080 0.323 -0.31 -0.33 -0.09 1.2734
F 5.548 0.424 -0.288 -0.02 0.00 0.00 -0.3308
C 4.496 -0.266 0.181 0.02 -0.05 0.03 0.3080
C 3.225 0.248 0.016 -0.07 0.04 -0.08 -0.4982
C 2.135 -0.462 0.505 0.26 -0.07 0.11 0.0454
C 2.346 -1.692 1.168 -0.03 0.09 0.04 0.0076
C 3.649 -2.157 1.302 -0.01 0.03 -0.03 0.4877
F 3.899 -3.320 1.938 -0.02 0.00 0.00 -0.3424
C 4.740 -1.468 0.817 -0.02 0.02 -0.01 -0.9003
C 1.146 -2.342 1.716 0.08 -0.05 0.07 0.8650
C 1.076 -3.586 2.333 -0.04 0.03 0.01 -0.9515
C -0.141 -4.035 2.818 0.00 0.03 -0.02 -0.3294
C -1.276 -3.250 2.684 0.02 0.01 0.00 -0.8356
C -1.156 -2.037 2.043 -0.09 -0.03 -0.01 -0.1528
N 0.020 -1.600 1.584 0.20 0.03 -0.02 -0.0026
H 3.105 1.194 -0.497 -0.02 0.01 0.00 0.5517
H 5.742 -1.852 0.938 0.00 -0.01 0.00 0.5012
H 1.961 -4.192 2.423 0.01 0.00 0.00 0.5347
H -0.202 -5.003 3.295 0.00 0.00 0.00 0.4394
H -2.240 -3.578 3.043 -0.01 0.01 -0.01 0.4234
H -2.004 -1.394 1.849 -0.01 -0.01 0.01 0.5467
O -2.767 2.390 -1.717 -0.09 0.04 -0.04 -0.6510
As -1.767 1.002 -1.458 0.06 0.11 -0.08 1.3716
O -2.024 0.270 0.021 -0.21 -0.09 0.17 -0.6264
O -0.146 1.460 -1.187 0.15 0.20 -0.12 -0.6688
C -2.092 -0.015 -3.035 -0.01 0.10 0.00 0.1815
C -2.706 0.637 -4.097 -0.05 0.03 -0.03 -0.8467
C -2.931 -0.042 -5.286 0.02 -0.06 0.02 -0.5544
C -2.540 -1.365 -5.407 -0.01 0.06 0.02 -0.6304
C -1.926 -2.015 -4.345 0.00 -0.08 -0.02 -0.5179
C -1.700 -1.349 -3.154 0.03 0.00 0.14 -0.1193
S -0.933 -2.272 -1.816 -0.28 -0.44 -0.27 1.6159
O -0.251 -3.367 -2.439 0.04 0.11 0.03 -0.7485
O -1.963 -2.583 -0.863 0.00 0.06 0.02 -0.6365
O 0.046 -1.269 -1.277 0.27 0.18 0.04 -0.6177
H -2.796 2.943 -0.921 0.03 -0.04 0.00 0.3528
H -3.013 1.670 -3.999 0.02 -0.01 0.02 0.4496
H -3.407 0.470 -6.111 0.00 -0.01 -0.01 0.4038
H -2.706 -1.899 -6.334 -0.01 0.00 -0.01 0.3891
H -1.605 -3.043 -4.431 0.01 0.00 0.01 0.5110
C 0.247 3.347 3.750 -0.03 0.02 -0.11 -1.1045
Si 0.096 3.001 1.919 0.03 0.16 0.01 0.2502
C 1.498 3.782 0.956 -0.08 0.02 0.06 -1.0292
C -1.545 3.667 1.263 0.08 -0.07 0.13 -0.9819
O 0.138 1.369 1.735 0.00 -0.05 0.08 -0.2335
H 0.332 4.418 3.951 -0.01 0.01 -0.01 0.3252
H 1.135 2.858 4.155 0.01 -0.01 -0.01 0.2785
H -0.620 2.971 4.295 -0.01 -0.02 -0.01 0.2875
H 1.412 4.872 0.958 0.02 0.01 0.02 0.4187
H 1.476 3.452 -0.085 -0.04 -0.02 0.00 0.2419
H 2.471 3.522 1.377 0.01 -0.02 0.02 0.2960
H -1.797 4.630 1.711 0.02 0.01 -0.02 0.5054
H -2.350 2.965 1.500 0.01 0.01 -0.05 0.3664
H -1.477 3.813 0.182 0.06 0.03 0.01 0.0811
```
Forces are in eV/Å.

Calculated values
Energy relative to the best compared isomer or geometry (same formula, charge and spin) = 0.0000 eV
<S²> = 3.77
Kohn-Sham gap (spin up / spin down) = 0.299 / 0.298 Eh
Electronic energy = -4557.18604 a.u.
Net charge = 0
HOMO energy (spin up / spin down) = -8.2330 / -8.9456 eV
Multiplicity = 4